[1]
Formula: C52H76B4N4O36V
Source: OMol25
Level of theory: ωB97M-V with the def2-TZVPD basis set

Computed properties:
- Charge: -2
- Energy above the lowest of the compared OMol25 structures with the same formula, charge and spin: 0.0 kJ/mol
- E_HOMO: -4.59 eV
- E: -5998.8957 Eh
- <S²>: 3.753
- 2S+1: 4
- Kohn-Sham gap: 0.27033 Eh

Element x y z (Å)
V  3.27808  -3.16979  23.13733
O  -0.90506  1.47496  18.93387
C  -0.22215  1.76928  19.99788
O  0.97149  1.20958  20.25687
B  1.30774  1.46450  21.66072
O  0.32054  2.54869  22.06156
C  -0.58328  2.68281  21.14998
O  -1.64707  3.30677  21.17994
O  2.70611  1.95824  21.77479
C  3.38379  1.06364  22.48047
O  4.56179  1.09354  22.87203
C  2.40680  -0.02915  22.91205
O  1.19466  0.29204  22.53212
O  2.80186  -1.05466  23.56198
O  -4.58350  -2.12013  21.01191
C  -3.45877  -1.81165  21.36519
O  -2.93584  -2.05881  22.51082
B  -1.56139  -1.52505  22.64202
O  -1.40680  -0.73862  21.35833
C  -2.48328  -1.01811  20.51655
O  -2.66437  -0.68077  19.34059
O  -1.48800  -0.83207  23.90929
C  -0.47783  -1.22253  24.62493
O  0.08281  -0.84326  25.68334
C  0.06428  -2.50381  23.79476
O  -0.62763  -2.62740  22.75026
O  1.13570  -3.13679  23.94028
O  6.23681  -3.06504  19.07314
C  5.22455  -2.37846  19.20436
O  4.59307  -1.88024  18.16412
B  3.44229  -0.98164  18.66997
O  3.42359  -1.21446  20.06467
C  4.41425  -2.04446  20.42860
O  4.59318  -2.57092  21.57113
O  2.15994  -1.35608  17.99531
C  1.59418  -0.28573  17.50502
O  0.43516  -0.21964  16.99183
C  2.64345  0.91634  17.67542
O  3.72859  0.45119  18.25293
O  2.41455  2.07387  17.27687
O  -0.59765  -4.14821  15.45291
C  -0.65414  -4.01145  16.67735
O  -0.19197  -4.80624  17.59326
B  -0.38618  -4.24759  18.94308
O  -1.28594  -3.08917  18.72907
C  -1.43799  -2.90929  17.46690
O  -1.89194  -1.90017  16.97308
O  0.88266  -3.67458  19.55936
C  1.14533  -4.25030  20.67232
O  2.01102  -3.89794  21.45472
C  -0.07153  -5.17922  21.01064
O  -0.82324  -5.16831  19.97702
O  -0.21885  -5.77365  22.05552
C  7.78516  2.21249  21.88463
C  8.38467  0.83194  21.73640
C  9.42009  1.14109  20.58770
C  10.60249  0.11389  20.50750
C  11.36674  -0.05596  21.79409
C  10.38104  -0.30285  23.05365
N  9.18059  0.55992  23.04114
O  8.35853  0.49923  24.21237
C  10.01833  -1.76280  23.03743
C  11.28823  0.07695  24.27843
C  7.44768  -0.31537  21.36015
H  6.97944  2.19810  22.61859
H  7.38599  2.62196  20.95667
H  8.52446  2.89388  22.30563
H  8.84523  1.15650  19.66175
H  9.90844  2.09932  20.76489
H  11.26991  0.36801  19.68405
H  10.19726  -0.83728  20.16231
H  11.97845  0.83577  21.93095
H  12.00952  -0.93042  21.69274
H  10.73614  -2.39517  23.55988
H  9.14403  -2.00832  23.64027
H  9.97232  -2.20809  22.04360
H  10.78325  0.11840  25.24350
H  12.10952  -0.63307  24.37573
H  11.70806  1.07469  24.15055
H  7.12490  -0.16388  20.33012
H  6.59426  -0.27424  22.03699
H  7.93605  -1.27434  21.53325
H  8.28240  1.43144  24.42867
C  3.94314  -5.42010  17.57531
C  3.86704  -6.91053  17.84135
C  3.57767  -7.65627  16.47366
C  3.75367  -9.16819  16.58296
C  5.17220  -9.46051  17.09723
C  5.61650  -8.86005  18.45107
N  5.15270  -7.41090  18.42773
O  5.76940  -6.56587  19.32112
C  4.96502  -9.62362  19.60262
C  7.16431  -8.95629  18.47371
C  2.70717  -7.06688  18.81955
H  4.83414  -5.14459  17.01113
H  3.97762  -4.92416  18.54534
H  3.10136  -4.94239  17.07401
H  2.58466  -7.39749  16.10613
H  4.23076  -7.36268  15.65185
H  3.41994  -9.74352  15.71940
H  3.12238  -9.65545  17.32603
H  5.79722  -9.02555  16.31730
H  5.36145  -10.53316  17.05576
H  5.10374  -10.69565  19.46251
H  5.44714  -9.35727  20.54320
H  3.88773  -9.46463  19.55507
H  7.55871  -8.53566  19.39871
H  7.50781  -9.96908  18.26311
H  7.51246  -8.25447  17.71585
H  2.91801  -6.58067  19.77204
H  2.46449  -8.09750  19.07846
H  1.75475  -6.63471  18.51260
H  6.64931  -6.39552  18.97711
C  2.29883  -0.85530  29.34137
C  3.27527  -2.02205  29.08062
C  3.70954  -2.67749  30.45816
C  2.52427  -3.50026  31.07659
C  2.00132  -4.52750  30.04773
C  1.54410  -3.96520  28.66964
N  2.67914  -3.06427  28.21123
O  2.43576  -2.54552  26.93625
C  1.50288  -5.19149  27.71141
C  0.18628  -3.28216  28.63483
C  4.61406  -1.46604  28.52593
H  2.77980  -0.11855  29.98476
H  1.47318  -1.17309  29.97808
H  1.90066  -0.41416  28.42761
H  4.53887  -3.31613  30.15410
H  4.13173  -1.94165  31.14254
H  1.69883  -2.86245  31.39273
H  2.75651  -4.11685  31.94491
H  1.24331  -5.20615  30.43880
H  2.84638  -5.17688  29.81909
H  1.50147  -5.02602  26.63405
H  2.34524  -5.87869  27.79065
H  0.63491  -5.81674  27.92063
H  0.32780  -2.20210  28.67406
H  -0.38003  -3.39628  27.71051
H  -0.43847  -3.55473  29.48542
H  4.34169  -0.70755  27.79201
H  5.14715  -2.25605  27.99697
H  5.25773  -0.98156  29.26013
H  1.64308  -2.01046  27.01974
C  3.94504  -6.54407  22.61391
C  5.07201  -6.11028  23.65196
C  6.34473  -6.08672  22.90488
C  7.47739  -5.28604  23.43585
C  7.01673  -3.92469  23.99853
C  5.72643  -3.99837  24.85212
N  4.69914  -4.76028  24.15321
O  3.40339  -4.81595  24.80865
C  6.01161  -4.42384  26.33157
C  5.24838  -2.47055  24.86602
C  5.37555  -7.13361  24.75884
H  3.94825  -7.53870  22.16802
H  3.90146  -5.84101  21.78211
H  2.99420  -6.38604  23.12284
H  6.69727  -7.11143  22.78745
H  6.26178  -5.79280  21.85854
H  8.16140  -5.00267  22.63590
H  7.93590  -5.79189  24.28555
H  6.92867  -3.27651  23.12662
H  7.86415  -3.61112  24.60815
H  6.79461  -5.17510  26.43463
H  6.37696  -3.62146  26.97252
H  5.15727  -4.83959  26.86577
H  5.84923  -1.80623  25.48711
H  5.34492  -2.03637  23.87090
H  4.24023  -2.36906  25.26781
H  4.52101  -6.98828  25.41970
H  6.31879  -6.89744  25.25141
H  5.35474  -8.18193  24.46101
H  3.64003  -5.20791  25.65243

---

[2]
Formula: C52H76BN8OP2Ti
Source: OMol25
Level of theory: ωB97M-V with the def2-TZVPD basis set

Computed properties:
- Charge: +1
- E_HOMO: -9.76 eV
- E: -4097.2635 Eh
- Kohn-Sham gap: 0.24550 Eh

Element x y z (Å)
Ti  0.04404  0.21719  1.26234
C  4.31247  -0.33168  1.70213
C  3.55827  -1.36177  2.54155
C  2.30237  -0.78908  3.22951
N  1.02433  -1.03417  2.55111
C  0.37869  -2.16204  2.86236
C  1.04482  -3.24572  3.47561
C  0.59663  -4.44308  3.99645
C  -0.69994  -4.90905  4.14546
C  -1.84133  -4.25968  3.72296
C  -1.98412  -3.07456  3.01593
C  -1.05427  -2.13490  2.54583
N  -1.43421  -1.05229  1.84744
C  -2.86754  -0.78133  1.75876
C  -3.16116  0.60891  1.21431
C  -2.55641  1.65278  2.13720
N  -1.10593  1.66870  2.01405
C  -0.39320  2.43782  2.85542
C  -0.91213  2.98597  4.03283
C  -0.35387  3.85699  4.95986
C  0.76874  4.64903  4.83872
C  1.64431  4.65546  3.76129
C  1.76058  3.74028  2.73577
C  1.00686  2.58306  2.43980
N  1.44308  1.62050  1.63426
C  2.83223  1.70241  1.18288
C  3.41559  0.38133  0.68018
H  5.12833  -0.84347  1.18736
H  4.77592  0.40283  2.36682
H  4.23062  -1.75655  3.30761
H  3.26945  -2.18663  1.89179
H  2.41917  0.28722  3.33751
H  2.22895  -1.18694  4.24518
H  2.11787  -3.13090  3.53368
H  1.37870  -5.09965  4.36110
H  -0.82889  -5.86458  4.63702
H  -2.77450  -4.76253  3.95071
H  -3.01414  -2.84997  2.78129
H  -3.29778  -0.83678  2.76634
H  -3.38146  -1.52562  1.14096
H  -4.24138  0.74492  1.16725
H  -2.75653  0.73300  0.21131
H  -2.87435  1.41007  3.15808
H  -2.93915  2.65012  1.89973
H  -1.89951  2.63258  4.29537
H  -0.93077  3.98835  5.86800
H  0.96029  5.35714  5.63461
H  2.38106  5.45062  3.75528
H  2.57564  3.93806  2.05275
H  3.46345  2.09102  1.98742
H  2.86988  2.41572  0.36141
H  3.98558  0.59544  -0.22418
H  2.59101  -0.26889  0.39003
C  -2.00847  -3.92640  -4.91009
C  -2.43238  -2.64446  -4.16810
C  -3.93567  -2.40555  -4.35083
C  -1.63604  -1.51179  -4.82549
P  -1.73482  -2.82243  -2.40844
C  -2.21491  -1.29027  -1.38537
N  -1.54832  0.00928  -1.50834
B  -0.40074  0.65015  -0.83652
N  -0.34182  1.96902  -1.46128
C  0.66692  3.01165  -1.46013
P  2.35640  2.61920  -2.25508
C  2.11094  2.14131  -4.09685
C  0.84326  1.30861  -4.27597
C  3.31734  1.23333  -4.38027
C  2.05555  3.25339  -5.14318
C  3.09100  4.38167  -2.21950
C  2.30215  5.50022  -2.91212
C  3.25928  4.77249  -0.74220
C  4.49973  4.28530  -2.81849
C  -1.47087  2.16230  -2.24233
C  -1.95160  3.29804  -2.88303
C  -3.17094  3.22631  -3.53946
C  -3.90636  2.04730  -3.55715
C  -3.43508  0.91232  -2.91583
C  -2.20607  0.97199  -2.27025
C  -2.89960  -3.99167  -1.43600
C  -3.16407  -5.24775  -2.27280
C  -4.23491  -3.41616  -0.94836
C  -2.10637  -4.44257  -0.20421
H  -2.65374  -4.77289  -4.68626
H  -0.97943  -4.19989  -4.66341
H  -2.05599  -3.74264  -5.98623
H  -4.25315  -2.82319  -5.30964
H  -4.17043  -1.34084  -4.37184
H  -4.54124  -2.87981  -3.58288
H  -1.94520  -1.41699  -5.87026
H  -0.56946  -1.74442  -4.80983
H  -1.78796  -0.55028  -4.34795
H  -2.05263  -1.65715  -0.37304
H  -3.28336  -1.12549  -1.52886
H  0.90435  3.27853  -0.42715
H  0.25927  3.89519  -1.94288
H  0.75995  0.50374  -3.54362
H  0.86708  0.85526  -5.27059
H  -0.04946  1.92639  -4.22124
H  3.24366  0.82113  -5.39081
H  3.35232  0.40416  -3.67109
H  4.26427  1.77214  -4.30703
H  1.20943  3.91840  -4.97037
H  1.91531  2.78912  -6.12361
H  2.97084  3.83802  -5.19708
H  1.23204  5.45465  -2.70538
H  2.44532  5.50017  -3.98835
H  2.65960  6.46255  -2.53683
H  2.30115  4.83772  -0.22239
H  3.72848  5.75781  -0.68507
H  3.91009  4.07159  -0.21622
H  4.48111  3.99618  -3.86715
H  5.10112  3.55184  -2.27649
H  4.99879  5.25534  -2.74723
H  -1.42037  4.24047  -2.86014
H  -3.55786  4.10681  -4.03483
H  -4.85935  2.01183  -4.06785
H  -4.02164  0.00445  -2.91702
H  -3.89927  -5.06346  -3.05624
H  -3.55139  -6.03824  -1.62411
H  -2.24139  -5.61045  -2.72986
H  -4.80261  -2.91760  -1.73136
H  -4.09505  -2.71211  -0.12642
H  -4.84832  -4.24012  -0.57271
H  -2.75218  -5.03590  0.45092
H  -1.71473  -3.60505  0.37304
H  -1.26740  -5.06624  -0.50953
N  5.23863  -4.88607  -2.38297
C  4.13941  -4.30738  -2.92822
O  3.87085  -4.36380  -4.10961
C  3.25327  -3.57110  -1.96223
C  2.93535  -4.04793  -0.69588
C  2.06386  -3.31248  0.09038
N  1.52614  -2.14974  -0.27724
C  1.83215  -1.71732  -1.50378
C  2.67545  -2.38365  -2.37388
H  5.87953  -5.36254  -2.99532
H  5.49819  -4.75750  -1.42253
H  3.34153  -4.98178  -0.32843
H  1.77695  -3.69202  1.06309
H  1.40052  -0.76536  -1.78410
H  2.87832  -2.00308  -3.36594